[1]
This record from OMol25 describes a cluster of 4 separate species, C3H13NO2 in total. The level of theory is ωB97M-V/def2-TZVPD.

Values from the calculation:
Multiplicity: 1
Kohn-Sham gap in hartree: 0.0902
Charge: 0
LUMO energy in eV: -5.0161

Each line ends with the Löwdin charge.
Element x y z (Å)
C -0.44379 0.84525 0.97626  -0.042
N 2.10123 -0.23412 -0.94261  0.074
C 1.75646 -0.54284 -2.27895  -0.119
C 2.56016 -1.36528 -0.20246  -0.096
H 0.29082 0.21634 1.48487  0.007
H -0.41229 1.91310 1.12733  0.030
H -0.21963 0.67391 -0.08610  -0.005
H 1.06431 -1.38565 -2.39008  0.109
H 1.33885 0.33778 -2.76786  0.091
H 2.67054 -0.78731 -2.86617  0.131
H 1.91381 -2.16063 -0.59333  0.101
H 2.51139 -1.13731 0.85996  0.092
H 3.59582 -1.72195 -0.29200  0.123
H -3.33391 0.79867 1.53201  -0.044
H -3.90402 1.66198 -0.51144  -0.043
O -3.30918 1.58809 0.24719  -0.252
H -1.43936 0.41988 1.15371  -0.009
H -3.70929 0.43799 3.10709  0.001
O -3.03192 0.44213 2.44258  -0.150

[2]
This record from OMol25 describes a cluster of 3 separate species, C3H13NO2S in total. The level of theory is ωB97M-V/def2-TZVPD.

Values from the calculation:
Multiplicity: 2
Kohn-Sham gap (alpha / beta) in hartree: 0.0851 / 0.3242
Charge: -1
LUMO energy (alpha / beta) in eV: 3.2957 / 3.2989

Each line ends with the Löwdin charge.
Element x y z (Å)
C 0.01170 -2.27598 0.71167  -0.108
C -0.04194 -0.95739 1.46995  -0.584
C -0.61340 0.11114 0.54612  -0.661
S -0.58173 1.81093 1.16525  0.459
N 1.22345 -0.53391 2.01849  -0.008
H -0.98549 -2.61326 0.42057  0.069
H 0.43083 -3.04902 1.36539  0.065
H 0.61588 -2.22304 -0.19619  0.070
H -0.75269 -1.08179 2.29577  0.120
H -0.03870 0.10101 -0.38473  0.042
H -1.61824 -0.16960 0.22340  0.050
H -0.60427 1.46707 2.46606  -0.170
H 1.73399 -1.30643 2.44596  0.061
H 1.84684 -0.13057 1.31609  0.070
H 1.32107 -2.31757 -3.76661  0.002
H 0.87893 -0.86350 -3.86935  0.007
O 1.53608 -1.43608 -3.44182  -0.161
H -0.40614 2.16235 -2.45199  -0.042
H -1.54204 1.58821 -1.60084  -0.052
O -1.10467 1.48032 -2.46257  -0.230